No. 1
Below is a structure of composition C28H33B2F4N10STa at a distorted geometry, with properties calculated with wB97M-V/def2-TZVPD.

Each line ends with the Löwdin charge.
Geometry (Å):
Ta: 0.269 0.343 -0.597  1.91
C: -2.870 1.028 1.492  -0.01
C: -2.989 0.604 0.076  -0.29
C: -4.153 0.375 -0.645  0.06
C: -3.755 0.079 -1.946  -0.22
C: -4.608 -0.235 -3.115  0.01
N: -2.414 0.131 -1.981  0.03
N: -1.928 0.435 -0.743  -0.07
B: -1.465 0.106 -3.194  -0.51
N: -0.501 -1.083 -3.024  0.04
N: -0.015 -1.452 -1.797  -0.10
C: 0.691 -2.595 -1.969  -0.29
C: 1.340 -3.367 -0.881  0.01
C: 0.665 -2.935 -3.310  0.07
C: -0.090 -1.961 -3.953  -0.22
C: -0.391 -1.859 -5.395  0.02
N: -0.705 1.452 -3.183  0.05
N: -0.105 1.903 -2.039  -0.07
C: 0.269 3.185 -2.248  -0.28
C: 0.896 4.048 -1.222  -0.03
C: -0.082 3.543 -3.542  0.07
C: -0.694 2.430 -4.108  -0.22
C: -1.233 2.311 -5.479  0.02
H: -3.606 1.802 1.702  0.10
H: -3.082 0.191 2.157  0.09
H: -1.877 1.420 1.707  0.03
H: -5.157 0.429 -0.275  0.13
H: -5.635 -0.394 -2.797  0.10
H: -4.590 0.583 -3.833  0.10
H: -4.251 -1.127 -3.624  0.09
H: -2.078 -0.001 -4.187  0.12
H: 0.635 -3.563 -0.075  0.08
H: 1.690 -4.313 -1.289  0.10
H: 2.204 -2.847 -0.471  0.08
H: 1.143 -3.777 -3.760  0.13
H: -0.032 -2.746 -5.907  0.10
H: -1.459 -1.751 -5.565  0.09
H: 0.111 -0.992 -5.820  0.10
H: 0.350 3.993 -0.280  0.05
H: 1.931 3.760 -1.035  0.08
H: 0.891 5.079 -1.566  0.10
H: 0.083 4.495 -4.003  0.13
H: -1.007 3.216 -6.036  0.10
H: -0.788 1.467 -5.997  0.09
H: -2.311 2.165 -5.462  0.10
S: 0.787 1.814 1.261  0.79
C: 0.652 0.691 2.629  -0.72
N: 0.969 1.232 3.788  0.09
N: 1.011 0.613 4.906  0.10
C: 1.132 1.273 6.112  -0.22
C: 1.238 2.672 6.155  0.00
C: 1.294 3.311 7.375  -0.05
C: 1.252 2.576 8.555  -0.04
C: 1.178 1.187 8.513  -0.05
C: 1.113 0.531 7.302  0.00
N: 0.100 -0.492 2.496  0.02
N: -0.371 -0.933 1.376  -0.05
C: -1.318 -1.954 1.519  -0.28
C: -1.742 -2.351 2.801  -0.02
C: -2.746 -3.281 2.961  -0.05
C: -3.352 -3.848 1.849  -0.05
C: -2.933 -3.482 0.577  -0.05
C: -1.933 -2.543 0.406  -0.05
H: 0.894 -0.407 4.951  0.18
H: 1.278 3.221 5.228  0.11
H: 1.373 4.385 7.421  0.12
H: 1.277 3.085 9.505  0.12
H: 1.174 0.616 9.427  0.12
H: 1.049 -0.546 7.268  0.12
H: -1.276 -1.908 3.665  0.10
H: -3.066 -3.556 3.956  0.12
H: -4.151 -4.559 1.973  0.12
H: -3.397 -3.937 -0.285  0.12
H: -1.629 -2.277 -0.591  0.08
F: 2.307 -0.607 -0.280  -0.06
B: 2.951 0.192 -1.417  -1.24
F: 2.603 1.479 -1.016  0.09
F: 4.213 -0.097 -1.570  0.31
F: 2.084 -0.078 -2.484  0.14

Results
HOMO (spin up / spin down), eV: -13.09 / -13.08
Kohn-Sham gap (spin up / spin down), eV: 5.3 / 5.3
Lowest unoccupied orbital energy (spin up / spin down), Eh: -0.2845 / -0.2849
Charge: +2

No. 2
Below is a cluster of 2 separate species, C3H9N2O in total at a distorted geometry, with properties calculated with wB97M-V/def2-TZVPD.

Each line ends with the Löwdin charge.
Geometry (Å):
C: -2.452 0.367 0.358  -0.35
C: 0.997 0.994 -0.103  0.04
C: 2.368 -0.898 0.162  -0.01
N: -3.229 -0.527 -0.108  0.17
N: 1.847 0.251 -0.646  -0.03
O: -1.284 0.322 -0.124  -0.11
H: -2.818 1.269 1.012  0.18
H: 0.529 0.847 0.900  0.12
H: 1.759 -0.727 1.121  0.12
H: 2.302 -1.799 -0.453  0.10
H: 3.422 -0.813 0.373  0.09
H: -4.178 -0.618 0.001  0.10
H: -2.697 -1.316 -0.442  0.14
H: 0.788 2.094 -0.710  0.21
H: 2.646 0.555 -1.340  0.23

Results
HOMO, eV: -13.85
Kohn-Sham gap, eV: 9.9
Lowest unoccupied orbital energy, Eh: -0.1453
Charge: +1

No. 3
Below is a structure of composition C4H8N2OS at a distorted geometry, with properties calculated with wB97M-V/def2-TZVPD.

Each line ends with the Löwdin charge.
Geometry (Å):
C: 0.045 1.167 1.766  0.03
C: 0.223 0.237 -0.431  -0.47
C: -0.066 1.266 -1.565  -0.06
C: -0.586 -1.864 0.426  -0.15
N: 0.739 0.925 0.770  0.01
N: -0.920 -0.597 -0.230  -0.43
O: -2.921 0.936 -0.123  -0.54
S: -2.241 -0.108 0.651  0.93
H: 0.168 1.641 2.749  0.06
H: 1.137 -0.454 -0.770  0.18
H: 0.921 1.672 -1.868  0.07
H: -0.758 2.048 -1.412  0.04
H: -0.505 0.731 -2.527  0.12
H: 0.342 -1.692 0.915  0.07
H: -1.378 -2.014 1.141  0.02
H: -0.701 -2.628 -0.359  0.10

Results
HOMO (spin up / spin down), eV: -7.80 / -7.88
Kohn-Sham gap (spin up / spin down), eV: 7.6 / 8.0
Lowest unoccupied orbital energy (spin up / spin down), Eh: -0.0081 / 0.0028
Charge: 0

No. 4
Below is a structure of composition C14H13HgN3O6 at a distorted geometry, with properties calculated with wB97M-V/def2-TZVPD.

Each line ends with the Löwdin charge.
Geometry (Å):
C: -1.009 0.916 -4.541  -0.24
C: 0.365 0.623 -4.751  -0.25
C: 1.129 1.259 -3.681  -0.26
C: 0.183 2.005 -2.855  -0.25
C: -1.134 1.784 -3.416  -0.21
Hg: -0.042 -0.213 -2.360  1.22
N: -1.322 -1.772 -1.677  -0.19
C: -0.515 -2.853 -2.320  -0.43
C: 0.609 -2.101 -3.102  -0.25
H: 2.251 1.275 -3.633  0.10
H: 0.826 0.130 -5.629  0.09
H: 0.478 2.633 -1.986  0.10
H: -2.081 2.205 -3.027  0.09
H: -1.796 0.599 -5.239  0.08
H: 0.699 -2.367 -4.157  0.02
H: -0.976 -3.649 -2.928  0.07
H: -2.292 -1.487 -1.344  0.04
H: 1.624 -2.134 -2.715  0.02
H: 0.084 -3.228 -1.442  0.07
O: 0.568 -1.732 0.351  -0.01
C: 0.306 -0.570 0.649  -0.62
O: 0.094 0.471 -0.130  -0.20
C: 0.201 -0.063 2.029  -0.15
C: -0.121 1.284 2.293  0.03
C: -0.179 1.685 3.662  -0.15
C: 0.121 0.775 4.704  0.08
C: 0.517 -0.543 4.376  -0.17
C: 0.543 -0.939 3.045  0.01
N: 0.796 -1.475 5.446  -0.38
O: 0.689 -1.069 6.633  -0.06
O: 1.121 -2.656 5.165  -0.04
N: -0.637 3.007 4.052  -0.39
O: -0.934 3.812 3.135  -0.05
O: -0.717 3.288 5.278  -0.08
H: -0.285 1.987 1.492  0.10
H: -0.051 1.057 5.761  0.12
H: 0.887 -1.942 2.863  0.11

Results
HOMO (spin up / spin down), eV: -1.72 / 0.63
Kohn-Sham gap (spin up / spin down), eV: 6.9 / 3.9
Lowest unoccupied orbital energy (spin up / spin down), Eh: 0.1916 / 0.1662
Charge: -2